# 1
ORCA calculation (ωB97M-V with the def2-TZVPD basis set) on a cluster of 3 separate species, C24H31NO7 in total at a distorted geometry.

```
63
Properties=species:S:1:pos:R:3:forces:R:3:mulliken_charge:R:1
H 5.3931 -5.4512 -2.5413 0.210 0.172 -0.176 0.269
N 4.8023 -4.6326 -2.6904 -0.273 -0.346 -0.130 -0.542
C 3.7783 -4.7569 -1.9592 0.389 0.265 -0.080 -0.272
C 2.7068 -3.6782 -1.9491 0.477 -0.678 -0.095 -0.442
C 3.0074 -2.4795 -1.0698 -0.049 0.067 0.054 0.207
C 2.0467 -1.7710 -0.4735 -0.364 0.147 0.020 0.381
C 0.5699 -2.0420 -0.5158 -0.275 0.424 0.594 -1.186
C -0.2654 -0.8904 -1.1416 -0.062 -0.856 -0.015 -0.003
O -0.7388 -1.2518 -2.4348 0.082 0.207 -0.081 -0.570
C 2.4379 -0.5578 0.3430 0.625 -0.375 -0.582 0.155
O 1.7838 -0.2009 1.2895 -0.355 0.259 0.185 -0.596
C 3.6609 0.1905 -0.1177 -0.333 0.383 0.016 0.729
C 3.6439 1.6747 0.1458 -0.481 -0.195 0.272 -1.723
C 4.6386 -0.5058 -0.6995 -0.344 0.115 -0.199 0.616
C 5.9008 0.1039 -1.2435 1.169 -0.541 -0.227 -1.090
C 7.2289 -0.4875 -0.6589 -0.433 -0.461 0.255 -0.861
C 7.9120 -1.5328 -1.5854 0.507 0.213 0.430 -0.534
C 8.4130 -2.6979 -0.8302 -0.891 0.064 -0.172 -0.606
C 8.5178 -3.7019 -0.1832 0.081 -0.097 -0.122 0.007
C 4.4199 -2.0029 -0.8014 -0.020 0.491 -0.227 0.547
O 5.3444 -2.7504 -0.6221 0.090 -0.412 0.028 -0.490
H 3.6791 -5.6386 -1.3152 -0.363 0.261 0.120 0.387
H 2.5928 -3.3539 -2.9908 0.134 0.124 0.132 0.283
H 1.7682 -4.1651 -1.6802 0.003 0.272 0.175 0.330
H 0.2202 -2.1535 0.5185 0.194 0.013 -0.071 0.342
H 0.2890 -2.9593 -1.0303 0.185 0.056 -0.047 0.298
H 0.2877 0.0545 -1.1606 -0.120 -0.028 0.049 0.349
H -1.1713 -0.7902 -0.5426 0.107 0.307 -0.076 -0.066
H 0.0122 -1.3813 -3.0229 0.015 0.064 0.005 0.318
H 3.7942 1.8382 1.2176 0.140 0.175 -0.157 0.281
H 2.6496 2.0807 -0.0721 0.083 -0.127 0.028 0.349
H 4.3519 2.2420 -0.4519 0.149 -0.143 0.167 0.473
H 5.9385 -0.0795 -2.3270 -0.185 0.131 0.087 0.461
H 5.9504 1.1820 -1.1101 -0.424 -0.056 0.061 0.167
H 6.9726 -1.0072 0.2666 0.147 0.162 -0.003 0.434
H 7.9246 0.3125 -0.3969 -0.080 -0.029 -0.131 0.498
H 8.7640 -1.0933 -2.1135 -0.269 0.140 -0.165 0.423
H 7.1698 -1.8655 -2.3141 0.246 -0.238 -0.018 0.262
H 8.5089 -4.6369 0.3230 0.265 0.076 0.102 0.398
O -4.1345 4.1673 1.0364 -0.001 0.066 -0.289 -0.609
C -4.1755 3.0005 0.7766 -0.145 0.071 0.444 0.533
C -4.1632 1.8455 1.7522 0.394 -0.536 -0.560 -0.182
C -3.8353 0.6613 0.8468 0.105 -0.103 0.198 -0.271
C -4.4196 1.1036 -0.4842 0.034 -0.198 -0.037 -0.433
O -4.2855 2.5338 -0.4979 0.016 0.053 0.020 -0.372
H -5.1524 1.7586 2.2021 0.254 0.120 0.004 0.036
H -3.4106 1.9926 2.5218 -0.194 0.210 0.132 0.353
H -4.2384 -0.2876 1.1979 -0.046 0.017 -0.057 0.441
H -2.7516 0.5538 0.7596 -0.024 -0.025 -0.051 0.025
H -5.4803 0.8544 -0.5744 0.000 0.013 0.023 0.236
H -3.8874 0.6839 -1.3360 -0.030 0.175 -0.084 0.331
O -6.4601 2.5559 3.4388 -0.403 0.143 0.498 -0.582
C -7.5366 2.9581 3.1030 0.135 -0.236 -0.225 0.520
C -8.0209 3.1684 1.6827 -0.240 0.455 0.049 -0.230
C -9.2529 4.0429 1.8869 -0.014 0.014 -0.192 -0.615
C -9.7205 3.6127 3.2682 -0.200 0.096 -0.076 -0.457
O -8.5210 3.2598 3.9794 0.075 0.032 -0.028 -0.387
H -8.2735 2.1981 1.2509 0.086 -0.017 -0.009 0.272
H -7.2587 3.6615 1.0834 0.136 -0.224 0.006 0.204
H -10.0148 3.9235 1.1187 -0.029 -0.040 0.059 0.342
H -8.9573 5.0930 1.9064 -0.015 -0.014 0.012 0.283
H -10.3719 2.7365 3.2331 0.034 -0.014 0.002 0.263
H -10.2322 4.4096 3.8030 0.101 -0.066 0.158 0.322
```
Forces are in eV/Å.

Output
energy relative to the best compared isomer or geometry (same formula, charge and spin)	5.992	eV
E_LUMO	-0.63	eV
calculated total energy	-41209.9499	eV
multiplicity	1
SMILES	[H]/N=C/CC1=C(CCO)C(=O)C(C)=C(CCCC#C)C1=O.O=C1CCCO1.O=C1CCCO1
HOMO-LUMO gap	8.916	eV
F_max	1.31	eV/Å

=====

# 2
ORCA calculation (ωB97M-V with the def2-TZVPD basis set) on a cluster of 2 separate species, C5H12Si in total at a distorted geometry.

```
18
Properties=species:S:1:pos:R:3:forces:R:3:mulliken_charge:R:1
C 2.5738 1.0662 0.4063 -1.118 -0.507 -0.797 -0.896
Si 1.4480 -0.1453 -0.1254 1.483 0.966 -0.081 0.345
C 0.5057 -0.7500 -1.6043 1.189 1.312 1.657 -1.107
C -0.2225 -0.8073 -0.2026 -0.502 -4.097 0.528 -0.043
C -1.4978 -0.1058 0.0213 -1.813 -0.540 -0.524 -0.244
C -1.2903 1.3604 0.2317 0.799 -0.045 0.190 -1.380
H 2.6614 1.4726 1.3877 -0.236 -0.172 0.751 0.282
H 3.1430 1.6625 -0.2916 0.347 -0.516 -0.380 0.278
H 0.6554 -1.6170 -2.1513 0.219 -1.809 -0.599 0.374
H 0.4032 0.0657 -2.2745 -0.904 0.950 -0.452 0.279
H -0.4078 -1.9501 0.1482 1.022 2.796 -1.476 0.423
H -2.0681 -0.2064 -0.9154 0.000 -0.091 0.050 0.241
H -2.1151 -0.7273 0.7312 0.565 1.294 -0.050 0.268
H -0.5811 1.7203 -0.4996 0.242 0.060 -0.531 0.347
H -0.8025 1.5884 1.1536 0.185 0.055 0.953 0.342
H -2.1272 1.9826 0.1222 -1.481 0.645 0.008 0.408
H 0.0666 -1.9821 1.9638 -0.515 -0.947 0.273 -0.089
H -0.3447 -2.6274 1.8984 0.518 0.646 0.479 0.173
```
Forces are in eV/Å.

Output
energy relative to the best compared isomer or geometry (same formula, charge and spin)	4.524	eV
E_LUMO	0.27	eV
calculated total energy	-13252.2064	eV
multiplicity	1
SMILES	C=[Si]1C[C@@H]1CC.[H][H]
HOMO-LUMO gap	8.472	eV
F_max	4.16	eV/Å

=====

# 3
ORCA calculation (ωB97M-V with the def2-TZVPD basis set) on a structure of composition C26H31MnN2O6PS2Se2Si at a distorted geometry.

```
72
Properties=species:S:1:pos:R:3:forces:R:3:lowdin_spin:R:1
Mn -0.4601 -0.8342 0.3732 0.906 -0.545 1.097 4.415
Se -1.2804 0.0834 2.2643 -0.927 1.162 2.005 0.206
P 1.8558 -0.3840 0.7221 1.260 0.203 0.421 0.043
Se 3.0689 -0.4524 -1.0288 0.829 -0.049 -1.162 0.024
C 2.4190 -1.7850 1.7826 0.026 0.013 0.297 0.005
C 3.4774 -2.6164 1.4267 -0.127 0.281 -0.093 0.003
C 3.7681 -3.7432 2.1705 -0.010 -0.288 0.276 0.001
C 3.0066 -4.0611 3.2863 0.052 -0.042 -0.007 0.004
C 1.9613 -3.2257 3.6585 0.084 -0.276 0.209 0.000
C 1.6617 -2.1048 2.9138 0.218 0.210 -0.099 0.005
C 2.4684 1.0640 1.6891 0.069 0.021 0.136 0.006
C 1.9607 1.3400 2.9622 0.066 -0.088 -0.213 0.007
C 2.4390 2.4176 3.6818 0.097 0.261 0.177 0.001
C 3.4159 3.2506 3.1542 0.053 0.007 0.002 0.004
C 3.9114 2.9906 1.8848 0.045 0.327 0.268 0.001
C 3.4415 1.9129 1.1615 -0.153 -0.185 -0.081 0.004
H 4.0577 -2.3860 0.5429 -0.036 0.100 -0.074 0.001
H 4.5872 -4.3888 1.8771 0.049 -0.035 -0.044 0.000
H 3.2187 -4.9604 3.8524 0.028 -0.027 0.062 0.000
H 1.3672 -3.4612 4.5337 -0.064 -0.026 0.031 0.000
H 0.8094 -1.4899 3.1771 -0.132 0.090 -0.026 0.004
H 1.1599 0.7428 3.3717 -0.118 -0.135 -0.052 0.005
H 2.0345 2.6185 4.6650 -0.053 0.018 0.090 0.000
H 3.7896 4.0929 3.7250 -0.014 0.039 0.031 0.000
H 4.6684 3.6370 1.4572 0.054 0.035 -0.042 0.000
H 3.8359 1.7215 0.1723 -0.043 -0.142 -0.040 0.001
O -0.4455 1.8054 -2.3945 -0.259 -1.510 -1.517 0.004
S -0.5600 0.2226 -2.8122 3.195 1.550 0.735 0.013
O 0.2485 0.1418 -3.9886 -0.759 -0.183 -0.072 0.006
O -0.1391 -0.4945 -1.6371 -0.561 0.618 -2.017 0.048
C -2.2384 0.0886 -3.2381 -1.804 -0.002 -0.296 0.002
C -2.6622 0.9281 -4.2840 0.935 -0.351 0.754 0.001
C -3.9806 0.9723 -4.6462 -1.392 -0.497 0.304 0.001
C -4.9351 0.1875 -3.9560 1.210 0.139 -0.165 0.000
C -4.4956 -0.7024 -2.9733 -0.935 0.352 -0.400 0.001
C -3.1742 -0.7600 -2.6148 1.577 0.480 -0.607 0.002
S -2.5481 -2.0783 -1.6152 -0.185 -2.285 1.426 0.015
O -3.6386 -3.0205 -1.3957 -0.210 0.582 -0.511 0.006
O -1.4510 -2.6446 -2.3794 -0.694 0.536 -0.270 0.002
O -2.1629 -1.4583 -0.3343 -2.052 -0.568 -1.647 0.056
H -1.9074 1.5148 -4.7846 -0.020 0.153 -0.100 0.000
H -4.2989 1.5960 -5.4721 0.019 0.070 0.053 0.000
H -5.9780 0.2377 -4.2308 -0.081 -0.030 -0.004 0.000
H -5.1707 -1.3928 -2.4880 -0.062 -0.022 0.025 0.000
C -0.9181 4.2586 1.0710 0.108 -0.130 -0.755 0.002
Si -0.5514 3.9421 -0.7751 0.004 0.466 0.426 0.002
C -1.7028 4.9716 -1.9201 0.419 -0.335 0.424 0.001
C 1.2737 4.3176 -1.1970 -0.671 -0.238 0.115 0.000
C -0.9297 2.1164 -1.1002 0.070 0.151 1.106 0.012
H -0.6635 5.2652 1.3921 0.082 0.234 -0.047 0.000
H -0.3552 3.5524 1.6791 0.105 -0.170 0.017 0.002
H -1.9663 4.0822 1.2986 -0.173 -0.058 -0.020 0.001
H -1.5511 6.0382 -1.7866 0.088 0.249 0.048 0.000
H -2.7508 4.7637 -1.7261 -0.193 -0.113 0.153 0.000
H -1.5213 4.7366 -2.9643 0.139 -0.085 -0.222 0.000
H 1.4847 5.3841 -1.2402 -0.100 0.193 0.028 0.000
H 1.5375 3.8821 -2.1571 -0.002 -0.093 -0.173 0.000
H 1.9357 3.8784 -0.4544 0.026 -0.129 0.157 0.000
H -2.0008 1.8825 -1.0359 0.040 0.091 0.192 0.001
H -0.4100 1.4960 -0.3388 -0.309 0.446 -0.209 0.008
C -1.6016 -3.7925 2.1978 -0.048 0.033 -0.121 0.004
C -0.8482 -3.9208 0.9255 0.140 0.031 0.424 0.012
N 0.0349 -3.0515 0.4872 -0.306 0.011 0.038 0.037
C 0.5819 -3.5734 -0.6486 0.190 -0.634 -0.089 0.007
C 0.0289 -4.7872 -0.8947 0.510 -0.070 -0.149 0.001
N -0.8645 -5.0109 0.1228 -0.212 0.008 0.010 0.005
H -1.8311 -2.7383 2.3734 0.042 0.098 0.015 0.005
H -0.9793 -4.1505 3.0234 -0.075 0.002 0.014 0.000
H -2.5306 -4.3580 2.1610 -0.097 -0.100 0.032 0.000
H 1.3259 -3.0395 -1.2063 0.137 0.179 -0.156 0.001
H 0.1815 -5.4888 -1.6861 -0.025 -0.141 -0.225 0.000
H -1.5154 -5.7756 0.1703 0.033 0.141 0.107 0.001
```
Forces are in eV/Å.

Output
energy relative to the best compared isomer or geometry (same formula, charge and spin)	2.154	eV
total charge	-2
E_LUMO (spin up / spin down)	4.11 / 4.11	eV
calculated total energy	-243583.3147	eV
multiplicity	6
HOMO-LUMO gap (spin up / spin down)	3.610 / 4.318	eV
F_max	3.63	eV/Å